# 1
{"formula": "C49H47As2N7NiS3", "method": "wB97M-V/def2-TZVPD", "symbols": ["Ni", "N", "C", "C", "C", "C", "C", "C", "N", "C", "C", "C", "S", "C", "N", "H", "H", "H", "H", "H", "H", "H", "C", "C", "As", "C", "C", "C", "C", "C", "C", "C", "C", "C", "C", "C", "C", "As", "C", "C", "C", "C", "C", "C", "C", "C", "C", "C", "C", "C", "H", "H", "H", "H", "H", "H", "H", "H", "H", "H", "H", "H", "H", "H", "H", "H", "H", "H", "H", "H", "H", "H", "H", "H", "C", "N", "C", "S", "N", "C", "H", "H", "H", "H", "H", "H", "H", "H", "S", "C", "C", "C", "N", "C", "C", "C", "C", "C", "N", "C", "C", "H", "H", "H", "H", "H", "H", "H", "H"], "positions_angstrom": [[0.6515, -0.5507, -0.3581], [3.9597, -2.9988, -0.1084], [3.2801, -3.8722, 0.7033], [3.6820, -5.0168, 1.3733], [2.7197, -5.6773, 2.1100], [1.3954, -5.2306, 2.1498], [0.9851, -4.1042, 1.4707], [1.9508, -3.3959, 0.7554], [1.8689, -2.2402, 0.0168], [3.0793, -2.0457, -0.4883], [3.3634, -0.9332, -1.3563], [4.5059, -0.6351, -2.0502], [4.3056, 0.8167, -2.9306], [2.7033, 0.9266, -2.3299], [2.3536, -0.0288, -1.5321], [4.9464, -3.0297, -0.3118], [4.7018, -5.3610, 1.3132], [2.9831, -6.5666, 2.6599], [0.6771, -5.7917, 2.7261], [-0.0520, -3.7985, 1.4617], [5.4332, -1.1676, -2.0922], [2.0634, 1.7457, -2.5908], [0.3555, -0.9627, 3.0275], [-1.1401, -0.8624, 2.7569], [-1.4593, -0.7740, 0.8048], [-3.2328, 0.0479, 0.6434], [-3.7242, 0.2810, -0.6396], [-4.9946, 0.7948, -0.8239], [-5.8021, 1.0594, 0.2708], [-5.3337, 0.8020, 1.5475], [-4.0532, 0.3079, 1.7340], [-2.0243, -2.5225, 0.1687], [-3.1529, -3.1854, 0.6320], [-3.5510, -4.3619, 0.0200], [-2.8407, -4.8640, -1.0594], [-1.6980, -4.2200, -1.5067], [-1.2997, -3.0457, -0.8956], [1.4199, 0.4350, 2.0745], [1.7126, 1.6420, 3.6134], [2.9945, 2.0027, 4.0145], [3.1843, 2.6989, 5.1966], [2.0988, 3.0667, 5.9735], [0.8179, 2.7220, 5.5747], [0.6263, 2.0222, 4.3968], [3.2145, -0.3148, 2.0422], [3.6136, -1.3718, 2.8466], [4.9207, -1.8269, 2.7986], [5.8372, -1.2353, 1.9450], [5.4463, -0.1747, 1.1444], [4.1430, 0.2857, 1.1983], [0.7224, -1.9251, 2.6630], [0.5534, -0.8880, 4.1027], [-1.5429, 0.0540, 3.2053], [-1.6762, -1.7163, 3.1894], [-3.1093, 0.0341, -1.5005], [-5.3622, 0.9721, -1.8236], [-6.7997, 1.4451, 0.1313], [-5.9724, 0.9759, 2.3993], [-3.7095, 0.1066, 2.7400], [-3.7153, -2.7743, 1.4650], [-4.4251, -4.8880, 0.3708], [-3.1756, -5.7654, -1.5478], [-1.1287, -4.6213, -2.3325], [-0.3972, -2.5121, -1.2109], [3.8562, 1.7246, 3.4213], [4.1858, 2.9381, 5.5202], [2.2501, 3.6184, 6.8874], [-0.0305, 2.9842, 6.1897], [-0.3817, 1.7620, 4.0916], [2.9119, -1.8460, 3.5207], [5.2219, -2.6433, 3.4358], [6.8570, -1.5864, 1.9195], [6.1552, 0.2973, 0.4814], [3.8238, 1.1217, 0.5838], [-0.0445, 6.1431, -1.8821], [0.7911, 5.0294, -1.4858], [0.7376, 4.3783, -0.3149], [1.8471, 3.1379, -0.0352], [-0.2198, 4.6708, 0.5674], [-0.3401, 4.0086, 1.8445], [0.0847, 6.3042, -2.9489], [0.2198, 7.0671, -1.3615], [-1.0954, 5.9196, -1.6964], [1.6152, 4.8600, -2.0422], [-0.7939, 5.4843, 0.4036], [0.6352, 3.9672, 2.3396], [-0.7017, 2.9766, 1.7173], [-1.0341, 4.5599, 2.4737], [-2.2409, 2.6157, -5.4157], [-1.4839, 1.7484, -4.0794], [-1.2800, 2.3620, -2.8444], [-0.7792, 1.6044, -1.8070], [-0.4316, 0.3255, -1.9429], [-0.5830, -0.2517, -3.1342], [-1.1137, 0.4114, -4.2182], [-3.3889, 1.2843, -5.8095], [-4.4849, 1.1213, -4.9773], [-5.3294, 0.0488, -5.2273], [-5.1156, -0.8069, -6.2044], [-4.0942, -0.6293, -7.0132], [-3.1873, 0.4159, -6.8659], [-1.5479, 3.3936, -2.6979], [-0.6565, 2.0227, -0.8122], [-0.2814, -1.2863, -3.2255], [-1.2311, -0.0982, -5.1598], [-4.6740, 1.8091, -4.1692], [-6.2007, -0.1347, -4.6158], [-3.9820, -1.3560, -7.8042], [-2.3624, 0.5344, -7.5490]], "forces_ev_per_a": [[0.35, 0.67, -0.23], [-0.33, 0.40, -0.26], [-0.85, -0.21, 0.25], [0.02, 0.01, 0.03], [0.19, 0.03, -0.06], [-0.14, 0.04, 0.02], [0.02, 0.09, -0.06], [0.47, -0.71, 0.34], [0.01, 0.84, -0.63], [0.15, -0.47, 0.21], [0.99, 0.29, -0.78], [-0.49, -0.01, 0.16], [-0.54, -0.26, 0.35], [0.41, 0.37, -0.42], [-0.28, -0.56, 0.53], [-0.08, 0.10, -0.02], [0.12, -0.13, 0.06], [0.08, -0.09, 0.03], [-0.10, -0.07, 0.03], [-0.01, 0.02, 0.07], [0.22, -0.20, 0.04], [-0.19, 0.21, -0.01], [0.39, -0.03, 0.02], [-0.14, 0.15, -0.18], [-1.11, -0.75, 0.77], [0.28, 0.30, -0.22], [0.35, -0.10, -0.12], [-0.02, -0.04, -0.04], [0.00, -0.03, 0.04], [-0.10, 0.03, -0.06], [0.40, -0.12, 0.24], [0.24, 0.12, 0.09], [0.03, 0.12, 0.20], [-0.10, 0.02, 0.04], [0.13, -0.06, -0.01], [0.01, 0.00, -0.19], [0.19, 0.31, 0.17], [0.15, -0.45, 0.48], [-0.17, 0.04, -0.22], [0.05, -0.20, -0.30], [-0.05, 0.09, 0.04], [0.03, -0.02, 0.01], [-0.05, 0.05, 0.03], [-0.14, -0.19, -0.25], [-0.05, 0.05, 0.00], [-0.11, -0.09, 0.14], [0.00, -0.06, 0.09], [0.07, 0.05, 0.03], [0.10, 0.07, 0.03], [-0.27, 0.21, 0.05], [0.09, 0.06, 0.15], [0.03, -0.06, -0.20], [-0.06, -0.17, -0.16], [0.04, 0.18, -0.12], [-0.09, 0.06, -0.02], [-0.03, 0.00, -0.08], [-0.10, 0.05, -0.03], [-0.02, 0.04, 0.11], [0.00, 0.02, 0.05], [-0.06, -0.07, -0.09], [-0.10, -0.01, 0.06], [-0.01, -0.12, -0.03], [0.01, -0.06, -0.06], [-0.24, -0.41, -0.16], [-0.02, -0.01, 0.04], [0.09, 0.08, -0.03], [0.02, 0.02, 0.13], [-0.07, 0.06, 0.00], [-0.02, -0.01, 0.06], [-0.01, -0.02, 0.05], [0.05, -0.11, 0.08], [0.14, -0.04, 0.01], [0.11, 0.09, -0.04], [0.14, 0.05, -0.03], [-0.07, 0.17, 0.13], [-0.11, 0.37, -0.26], [0.46, -0.52, -0.10], [0.22, -0.04, 0.07], [-0.28, 0.57, -0.38], [0.23, -0.34, 0.33], [-0.05, 0.02, 0.00], [-0.03, 0.00, 0.01], [-0.06, 0.01, -0.06], [-0.08, -0.14, 0.24], [0.02, -0.06, 0.02], [-0.20, -0.01, -0.05], [0.06, 0.23, 0.04], [-0.06, 0.02, -0.07], [-0.14, -0.26, -0.11], [0.06, 0.00, 0.15], [-0.01, -0.19, -0.32], [-0.02, 0.29, 0.29], [0.17, 0.11, 0.24], [-0.11, -0.07, -0.38], [0.14, 0.01, 0.19], [0.07, 0.44, 0.02], [-0.14, -0.16, -0.12], [0.20, 0.41, 0.33], [-0.63, -0.74, -0.19], [0.43, 0.22, -0.14], [-0.10, 0.00, -0.03], [-0.08, 0.16, 0.11], [0.00, 0.05, -0.12], [0.05, -0.07, 0.01], [-0.03, -0.10, -0.05], [-0.03, 0.10, 0.10], [-0.11, 0.04, 0.13], [0.07, -0.04, -0.15], [0.13, 0.04, -0.07]], "mulliken_charge": [0.75, 0.30, 0.25, -1.17, -0.77, -1.00, -0.11, 0.40, 0.03, 0.11, -0.89, -0.27, -0.18, -0.27, 0.82, 0.35, 0.52, 0.43, 0.50, 0.42, 0.51, 0.25, -0.90, -1.12, 1.81, 0.59, -0.44, -0.74, -0.59, -0.83, -0.44, 0.39, -0.78, -0.91, -0.71, -1.43, 0.26, 1.31, 0.84, -0.55, -0.82, -0.60, -0.84, -0.35, -0.23, -0.16, -0.78, -1.12, -0.74, -0.01, -0.06, 0.91, 0.19, 0.60, 0.46, 0.38, 0.44, 0.44, 0.43, 0.49, 0.44, 0.44, 0.52, 0.37, 0.40, 0.45, 0.42, 0.45, 0.31, 0.46, 0.53, 0.45, 0.56, 0.40, -1.11, -0.02, 0.09, -0.16, -0.06, -0.79, 0.35, 0.35, 0.37, 0.29, 0.26, 0.36, -0.02, 0.43, -0.11, 0.10, -0.64, -0.83, 1.27, -0.54, -1.52, -0.08, -0.02, -0.53, -0.56, -0.37, -0.08, 0.60, 0.48, 0.58, 0.52, 0.55, 0.40, 0.40, 0.48], "s2": 2.0108, "total_charge": 2, "spin_multiplicity": 3, "gap_ev": [7.624, 6.797], "e_above_lowest_ev": 1.717, "fmax_ev_per_a": 1.5}



# 2
{"formula": "C49H47Co2F3N3O6", "method": "wB97M-V/def2-TZVPD", "symbols": ["C", "C", "C", "C", "C", "C", "C", "C", "C", "C", "C", "C", "N", "N", "N", "C", "C", "C", "C", "C", "C", "C", "C", "C", "C", "C", "C", "C", "C", "C", "C", "C", "C", "F", "F", "F", "C", "C", "C", "C", "H", "H", "H", "H", "H", "H", "H", "H", "H", "H", "H", "H", "H", "H", "H", "H", "H", "H", "H", "H", "H", "H", "H", "H", "H", "H", "H", "H", "H", "H", "H", "H", "H", "H", "H", "H", "H", "H", "H", "H", "O", "C", "Co", "C", "O", "C", "O", "C", "C", "C", "C", "C", "C", "C", "C", "C", "Co", "C", "O", "C", "O", "C", "O", "H", "H", "H", "H", "H", "H", "H"], "positions_angstrom": [[5.3921, 2.1578, -1.1462], [4.9870, 2.1145, 0.3231], [5.7884, 3.0996, 1.1737], [5.0903, 0.6993, 0.8845], [6.3523, 0.1092, 1.0197], [6.4903, -1.1367, 1.6351], [5.3640, -1.7748, 2.1622], [4.0923, -1.2117, 2.0325], [2.8664, -1.8811, 2.6401], [3.1698, -2.5936, 3.9608], [2.2028, -2.8128, 1.6327], [3.9526, -0.0127, 1.3068], [2.6382, 0.6103, 1.2176], [2.2967, 1.4489, 2.2244], [1.1109, 1.9891, 1.8473], [0.4536, 2.8770, 2.7726], [0.7764, 4.2429, 2.7213], [1.8652, 4.7995, 1.7918], [2.9246, 5.5574, 2.5946], [1.2499, 5.6717, 0.6995], [0.0409, 5.1147, 3.5250], [-0.9352, 4.6258, 4.3932], [-1.1483, 3.2518, 4.5151], [-0.4169, 2.3491, 3.7429], [-0.6149, 0.8394, 3.9193], [-1.8370, 0.3670, 3.1381], [-0.7214, 0.4470, 5.3968], [0.6699, 1.4649, 0.6365], [-0.6165, 1.7542, 0.0457], [-1.2130, 0.8066, -0.8245], [-2.3633, 1.1044, -1.5349], [-3.0753, 2.2541, -1.2250], [-4.3996, 2.4603, -1.9101], [-5.2658, 3.1995, -1.1575], [-4.2753, 3.0964, -3.1161], [-5.0248, 1.2617, -2.1639], [-2.5744, 3.1860, -0.3131], [-1.3562, 2.9428, 0.3029], [1.6482, 0.5742, 0.2046], [1.7306, -0.2072, -0.9361], [4.7500, 1.4929, -1.7356], [5.2846, 3.1758, -1.5326], [6.4334, 1.8373, -1.2737], [3.9281, 2.3837, 0.3992], [5.4540, 3.0643, 2.2177], [6.8569, 2.8526, 1.1457], [5.6541, 4.1244, 0.8113], [7.2356, 0.6249, 0.6372], [7.4711, -1.6202, 1.6901], [5.4803, -2.7313, 2.6701], [2.1666, -1.0618, 2.8599], [3.6880, -1.9221, 4.6539], [2.2377, -2.9130, 4.4386], [3.7907, -3.4817, 3.8010], [1.9438, -2.2764, 0.7113], [2.8833, -3.6343, 1.3719], [1.2882, -3.2360, 2.0622], [2.3507, 3.9333, 1.3205], [3.3370, 4.9223, 3.3874], [3.7471, 5.8688, 1.9422], [2.4861, 6.4480, 3.0604], [0.5224, 5.1041, 0.1073], [0.7315, 6.5295, 1.1463], [2.0258, 6.0435, 0.0233], [0.2426, 6.1818, 3.4501], [-1.5178, 5.3223, 4.9949], [-1.8923, 2.8686, 5.2123], [0.2864, 0.3646, 3.5004], [-1.7915, 0.6892, 2.0912], [-1.9061, -0.7250, 3.1567], [-2.7488, 0.7869, 3.5806], [0.1072, 0.8698, 5.9743], [-1.6636, 0.8040, 5.8261], [-0.6888, -0.6419, 5.4991], [-0.7250, -0.1638, -0.9191], [-2.7106, 0.4493, -2.3301], [-3.1271, 4.0988, -0.0922], [-0.9559, 3.6639, 1.0187], [1.1280, 0.1095, -1.7716], [2.5087, -0.9687, -0.9768], [-5.3227, -2.2338, -1.7881], [-4.4822, -2.2012, -2.5827], [-3.2764, -2.3105, -3.8239], [-3.4925, -0.7454, -4.6504], [-3.7198, 0.2898, -5.1083], [-1.7670, -2.4707, -2.9777], [-0.8149, -2.5582, -2.3265], [-3.7477, -4.0909, -4.4315], [-4.1975, -5.1386, -3.5262], [-3.3655, -5.6097, -2.4915], [-3.8371, -6.5709, -1.5905], [-5.1296, -7.0945, -1.7341], [-5.9461, -6.6522, -2.7849], [-5.4807, -5.6859, -3.6877], [-4.3348, -3.5471, -5.6119], [-5.4900, -3.0539, -6.0830], [-2.6093, -3.7535, -5.7588], [-1.0714, -4.1369, -4.9718], [-0.0347, -4.4851, -4.6015], [-2.2600, -2.2903, -6.7125], [-2.0243, -1.4373, -7.4528], [-2.5844, -4.8042, -7.1844], [-2.5955, -5.4243, -8.1598], [-2.3620, -5.1931, -2.3992], [-3.1918, -6.9142, -0.7815], [-5.4936, -7.8523, -1.0360], [-6.9448, -7.0645, -2.9182], [-6.1063, -5.3310, -4.5068], [-5.5600, -2.8094, -7.1426], [-6.3650, -2.9146, -5.4384]], "forces_ev_per_a": [[-0.07, -0.08, -0.11], [-0.40, -0.38, 0.11], [0.00, -0.06, 0.16], [-0.12, 0.15, -0.18], [-0.15, -0.44, 0.16], [-0.26, 0.09, -0.21], [0.17, 0.18, -0.22], [-0.18, -0.12, -0.24], [0.04, 0.40, 0.10], [0.03, 0.12, -0.03], [-0.03, -0.08, -0.18], [0.10, 0.29, 0.61], [-0.55, 0.55, 0.37], [-1.50, 0.98, -0.14], [2.01, -2.07, -0.53], [0.35, 0.27, 0.62], [-0.02, -0.01, -0.30], [-0.27, -0.57, 0.14], [-0.04, -0.09, 0.10], [-0.11, -0.01, -0.06], [-0.05, -0.30, 0.11], [0.06, -0.05, -0.10], [0.21, 0.27, -0.10], [-0.18, -0.23, -0.35], [0.36, 0.36, -0.22], [-0.11, -0.01, -0.21], [0.14, 0.10, -0.09], [-0.57, 1.71, 2.06], [-1.59, 0.29, -0.47], [0.89, 0.21, 0.22], [-0.05, -0.06, 0.26], [-0.16, 0.28, -0.20], [-0.66, -0.38, -0.57], [0.54, -0.32, -0.47], [-0.16, -0.37, 0.89], [0.57, 1.26, 0.22], [-0.04, -0.29, 0.01], [0.65, -0.24, 0.07], [1.88, -2.11, -1.60], [0.38, 0.83, 1.23], [0.14, 0.12, 0.07], [0.07, -0.10, -0.03], [-0.14, 0.10, -0.02], [0.16, 0.13, -0.14], [0.09, 0.00, -0.15], [-0.15, 0.13, 0.02], [0.06, -0.13, -0.02], [-0.27, -0.10, 0.15], [-0.36, 0.24, 0.08], [-0.04, 0.26, -0.08], [0.06, -0.25, 0.02], [-0.02, -0.13, -0.07], [0.11, -0.01, -0.12], [-0.10, 0.08, 0.08], [-0.04, -0.18, 0.21], [-0.14, 0.09, 0.04], [0.10, 0.01, -0.13], [-0.05, 0.27, 0.05], [-0.05, 0.12, -0.12], [-0.13, 0.02, 0.08], [0.15, -0.09, -0.07], [0.15, 0.15, 0.07], [0.09, -0.08, -0.14], [-0.09, 0.00, 0.07], [-0.11, -0.19, 0.14], [0.10, -0.16, -0.12], [0.22, 0.16, -0.10], [-0.27, 0.02, 0.13], [-0.05, -0.12, 0.22], [-0.05, 0.12, 0.02], [0.08, -0.09, -0.08], [-0.11, -0.06, -0.03], [0.13, -0.11, 0.00], [-0.07, 0.12, -0.02], [-0.16, 0.31, -0.33], [-0.07, -0.19, 0.39], [0.09, -0.28, -0.01], [-0.30, -0.15, -0.42], [0.02, -0.59, -0.13], [-0.18, 0.38, -0.41], [0.91, 0.31, -0.39], [-1.34, -0.72, 0.04], [1.15, 0.89, -0.35], [-0.67, 1.01, -0.15], [0.32, -0.75, 0.26], [1.45, 0.23, 1.47], [-0.42, 0.02, -0.28], [-2.90, 0.82, 0.95], [-0.01, -0.75, -0.19], [-0.56, -0.24, 0.08], [-0.05, 0.21, -0.42], [-0.03, 0.15, -0.22], [0.42, 0.14, -0.05], [0.10, -0.30, 0.68], [-4.00, -0.72, 1.75], [0.26, -0.61, -0.55], [4.42, 0.78, -2.53], [2.39, -1.40, 0.07], [-1.60, 0.68, -0.20], [0.66, 1.45, -1.22], [-0.44, -0.98, 1.07], [-0.14, -1.41, -1.11], [-0.01, 0.96, 1.38], [-0.24, -0.10, 0.05], [-0.16, 0.05, -0.17], [0.09, 0.25, -0.20], [0.16, 0.04, 0.09], [0.16, -0.08, 0.20], [-0.15, 0.38, 0.25], [0.24, -0.25, -0.28]], "mulliken_charge": [-1.50, 1.31, -1.43, 0.39, -0.35, -1.35, -0.55, 0.49, 1.87, -1.95, -1.22, -1.27, 2.38, -0.95, 2.16, -2.10, 0.89, 1.89, -1.62, -1.36, -0.09, -1.66, -0.59, 0.72, 1.59, -1.20, -1.84, -0.61, 0.84, -1.06, -0.67, 0.43, 0.89, -0.30, -0.27, -0.22, -1.75, 0.44, 1.53, -2.85, 0.35, 0.43, 0.32, -0.67, 0.33, 0.32, 0.40, 0.36, 0.35, 0.25, -0.50, 0.42, 0.42, 0.38, 0.23, 0.26, 0.35, -0.89, 0.36, 0.40, 0.36, 0.33, 0.29, 0.44, 0.38, 0.36, 0.32, -0.39, 0.16, 0.42, 0.29, 0.41, 0.36, 0.44, 0.73, 0.14, 0.45, 0.48, 0.60, 0.31, -0.44, 0.02, 1.14, -0.06, -0.41, -0.22, -0.49, 0.45, 0.29, -0.11, -0.73, -0.42, -0.65, -0.45, 0.44, -0.83, -0.02, 0.41, -0.39, 0.05, -0.39, 0.08, -0.41, 0.41, 0.36, 0.35, 0.36, 0.34, 0.16, 0.32], "total_charge": -1, "gap_ev": 5.249, "e_above_lowest_ev": 0.000, "fmax_ev_per_a": 5.2}